# 1
Below is a single C19H29FN2O5S molecule, with properties calculated with the ωB97M-V functional and the def2-TZVPD basis.

```
57
Properties=species:S:1:pos:R:3:forces:R:3:nbo_charge:R:1
O -2.521618 1.238536 -0.881439 -0.008 0.000 -0.019 -0.63
C -1.538663 1.646216 -0.286464 -0.048 0.064 0.126 0.64
N -1.128903 1.173386 0.908370 0.088 -0.115 -0.105 -0.61
C -1.790002 0.057208 1.561416 -0.121 0.047 -0.004 -0.22
C -1.764555 -1.224492 0.732695 0.080 -0.006 0.024 -0.24
C -0.321027 -1.708406 0.424508 0.009 0.002 -0.005 -0.41
C -0.283296 -3.098414 1.066560 0.034 0.017 0.003 -0.04
C -1.146135 -4.062128 0.232384 0.003 -0.002 -0.002 -0.43
C -2.587538 -3.580935 0.551515 -0.011 -0.008 0.007 -0.41
C -2.334558 -2.412426 1.521517 -0.008 0.010 0.019 -0.04
N -1.133472 -2.868566 2.247899 -0.034 -0.015 -0.041 -0.47
C -1.122514 -3.745910 3.293336 0.021 -0.003 0.024 0.70
O -0.203439 -4.522832 3.475914 -0.010 -0.007 0.018 -0.61
C -2.313675 -3.663160 4.254883 0.025 -0.060 -0.039 -0.32
C -2.104663 -4.609459 5.448893 -0.028 0.043 0.045 -0.41
C -1.148389 -3.895591 6.396895 0.025 -0.036 -0.068 -0.68
S -1.820128 -2.246049 6.480432 -0.031 0.043 0.050 2.17
O -2.917243 -2.251102 7.415695 -0.003 -0.002 -0.002 -0.95
O -0.788484 -1.249540 6.592349 0.020 -0.022 -0.025 -0.94
C -2.516605 -2.244119 4.813448 0.007 0.026 -0.001 -0.68
C -0.655415 2.722323 -0.897957 0.011 -0.023 -0.078 0.14
F 0.120412 3.314459 0.107239 0.012 0.016 0.047 -0.37
C 0.285250 2.160620 -1.956481 -0.005 0.006 -0.025 -0.24
C -0.456321 1.530275 -3.136389 -0.018 0.010 0.001 -0.43
C 0.541209 1.078536 -4.191199 0.014 -0.013 0.003 -0.06
O 1.361764 2.141354 -4.638497 0.004 0.002 0.004 -0.53
C 2.115133 2.692711 -3.574874 -0.005 -0.006 -0.004 -0.06
C 1.220090 3.251328 -2.481062 0.010 0.013 0.017 -0.43
H -0.339888 1.619378 1.343134 0.006 0.002 0.009 0.42
H -1.278304 -0.106408 2.511195 0.002 -0.011 -0.003 0.21
H -2.827871 0.327966 1.774943 -0.006 0.003 0.001 0.21
H -2.343951 -1.059515 -0.173128 0.000 0.003 -0.001 0.24
H -0.103525 -1.749422 -0.642612 -0.001 0.001 -0.002 0.22
H 0.414031 -1.050519 0.891618 -0.002 0.007 0.000 0.21
H 0.698818 -3.472046 1.334503 -0.002 0.005 -0.003 0.24
H -0.904661 -4.004331 -0.828453 0.003 0.000 0.000 0.21
H -0.989685 -5.089339 0.559763 -0.001 0.003 0.003 0.22
H -3.141606 -3.260738 -0.330107 -0.001 0.004 0.002 0.22
H -3.164418 -4.367697 1.040126 -0.006 0.002 0.000 0.21
H -3.171864 -2.157590 2.167903 -0.002 -0.005 0.000 0.22
H -3.197237 -3.966513 3.687858 -0.014 0.008 0.021 0.24
H -3.058869 -4.780477 5.949658 -0.003 -0.010 -0.012 0.22
H -1.698881 -5.562850 5.121062 0.023 0.010 -0.007 0.25
H -1.118671 -4.294649 7.407886 -0.022 0.005 0.006 0.26
H -0.145827 -3.833315 5.976487 0.008 0.001 0.009 0.26
H -1.999867 -1.477546 4.242886 0.001 0.012 0.010 0.25
H -3.565692 -1.978925 4.929507 -0.005 -0.019 -0.002 0.26
H -1.299931 3.498458 -1.315193 -0.002 -0.002 -0.003 0.19
H 0.893967 1.385895 -1.470000 0.001 -0.001 0.004 0.20
H -1.067573 0.685867 -2.816831 0.005 -0.002 0.000 0.23
H -1.134547 2.266590 -3.577352 0.000 0.002 0.002 0.21
H 1.173560 0.273414 -3.785804 -0.001 0.004 -0.003 0.15
H 0.029409 0.694167 -5.072252 -0.006 -0.001 0.003 0.20
H 2.778972 1.921653 -3.155366 -0.001 -0.002 -0.004 0.16
H 2.737481 3.473403 -4.009833 -0.001 0.002 0.002 0.20
H 0.623850 4.071782 -2.892926 -0.004 -0.001 -0.002 0.21
H 1.832267 3.657840 -1.674870 -0.001 -0.001 -0.002 0.23
```
Positions in Å, forces in eV/Å.

Properties
E_tot   -1725.1984 hartree
HOMO   -0.3600 Eh
Structure (SMILES)   O=C(NC[C@H]1C[C@@H]2CC[C@H]1N2C(=O)[C@H]1CCS(=O)(=O)C1)[C@@H](F)C1CCOCC1
2S+1   1
ΔE to the lowest compared entry with this formula, charge and spin   0.0223 eV

---

# 2
Below is a single C19H29N3O2 molecule, with properties calculated with the ωB97M-V functional and the def2-TZVPD basis.

```
53
Properties=species:S:1:pos:R:3:forces:R:3:nbo_charge:R:1
C -0.781334 -5.481989 -0.544642 -0.044 0.031 0.242 -0.61
C -0.766378 -4.644850 0.729251 0.138 0.133 -0.169 -0.39
C -0.712947 -3.141594 0.460641 -0.269 -0.137 0.097 -0.40
C -1.998832 -2.599041 -0.166646 0.088 -0.145 0.149 -0.23
N -1.915339 -1.170832 -0.374961 0.132 -0.247 -0.339 -0.63
C -2.488724 -0.293462 0.462416 0.088 0.301 -0.234 0.68
O -3.231606 -0.608914 1.372692 -0.192 -0.092 0.341 -0.65
C -2.116475 1.187038 0.179309 0.076 0.161 -0.081 0.05
N -0.726307 1.393908 0.602563 -0.219 0.192 0.330 -0.63
C 0.390162 0.909695 -0.007147 0.038 0.219 0.267 0.81
O 0.368608 0.248369 -1.032444 0.196 -0.125 -0.323 -0.69
N 1.542975 1.260326 0.651174 -0.034 0.235 0.364 -0.61
C 2.868547 0.950729 0.326769 0.272 -0.116 -0.106 0.14
C 3.228242 0.187465 -0.779348 -0.167 -0.072 -0.142 -0.19
C 4.560796 -0.076675 -1.028242 0.095 0.133 0.215 -0.21
C 5.566632 0.402913 -0.197415 0.033 -0.012 0.004 -0.04
C 7.005060 0.105556 -0.495099 -0.023 -0.006 -0.048 -0.62
C 5.197895 1.163627 0.903294 -0.024 -0.061 -0.096 -0.20
C 3.869015 1.435477 1.165243 -0.172 -0.013 -0.046 -0.24
C -2.293132 1.575191 -1.294315 -0.137 -0.260 -0.123 -0.41
C -3.759298 1.488149 -1.704296 0.060 0.325 0.023 -0.40
C -4.602192 2.431549 -0.853991 -0.106 -0.241 0.039 -0.40
C -4.450020 2.076015 0.619806 0.030 0.188 -0.037 -0.41
C -2.984213 2.108140 1.045689 -0.119 -0.294 0.039 -0.40
H -0.726925 -6.540291 -0.299568 -0.008 -0.115 -0.074 0.21
H -1.691832 -5.314659 -1.113719 -0.074 -0.030 -0.133 0.20
H 0.070442 -5.232116 -1.173498 0.086 -0.001 -0.119 0.20
H -1.652705 -4.871549 1.325474 0.010 -0.024 0.109 0.20
H 0.109744 -4.920657 1.320744 -0.064 -0.024 0.074 0.20
H 0.129003 -2.914520 -0.198231 0.084 0.044 0.012 0.20
H -0.548546 -2.616332 1.404736 0.030 0.086 -0.032 0.21
H -2.848125 -2.783247 0.495526 0.056 -0.051 -0.131 0.23
H -2.183677 -3.073676 -1.133685 -0.066 -0.036 0.088 0.19
H -1.151830 -0.842719 -0.959819 -0.159 0.118 0.112 0.43
H -0.627814 1.816465 1.512477 0.027 -0.055 -0.052 0.39
H 1.446087 1.827042 1.481822 -0.043 -0.096 -0.192 0.39
H 2.464052 -0.190013 -1.436638 -0.010 -0.010 -0.014 0.24
H 4.826164 -0.670463 -1.891071 0.012 -0.071 -0.103 0.21
H 7.163969 -0.969115 -0.572777 0.094 -0.053 0.000 0.22
H 7.653517 0.498063 0.284076 0.092 0.000 0.020 0.21
H 7.295340 0.553305 -1.445192 0.104 0.008 -0.037 0.22
H 5.957519 1.550587 1.567432 0.076 0.029 0.057 0.21
H 3.603224 2.030205 2.029127 -0.031 0.058 0.088 0.20
H -1.682798 0.942901 -1.936388 0.006 0.104 0.034 0.24
H -1.940059 2.603250 -1.414025 0.054 0.018 0.025 0.21
H -3.855666 1.745134 -2.760903 -0.003 -0.100 -0.018 0.21
H -4.113284 0.463916 -1.571105 -0.056 -0.090 -0.082 0.20
H -5.651913 2.362457 -1.144756 -0.023 0.082 -0.018 0.21
H -4.274664 3.461100 -1.020873 -0.021 0.077 -0.051 0.19
H -4.843922 1.075759 0.799270 -0.053 0.030 0.052 0.23
H -5.015830 2.777133 1.236674 -0.019 -0.044 0.041 0.21
H -2.911891 1.787262 2.087165 0.077 0.036 0.020 0.23
H -2.599240 3.128183 0.961039 0.084 0.010 -0.038 0.20
```
Positions in Å, forces in eV/Å.

Properties
E_tot   -1056.2272 hartree
HOMO   -0.3023 Eh
Structure (SMILES)   CCCCNC(=O)C1(NC(=O)Nc2ccc(C)cc2)CCCCC1
2S+1   1
ΔE to the lowest compared entry with this formula, charge and spin   0.0558 eV

---

# 3
Below is a single C19H29N3O6S molecule, with properties calculated with the ωB97M-V functional and the def2-TZVPD basis.

```
58
Properties=species:S:1:pos:R:3:forces:R:3:nbo_charge:R:1
C -2.388939 3.120099 1.823196 0.149 0.207 0.046 -0.72
C -1.077719 2.886934 2.546263 -0.332 0.017 -0.049 0.68
O -0.306068 3.799195 2.778296 0.123 0.366 -0.040 -0.64
N -0.829374 1.620178 2.960952 0.155 -0.098 0.149 -0.44
C -1.521773 0.437717 2.511506 -0.139 -0.247 -0.339 -0.22
C -0.769989 -0.197584 1.326165 -0.101 0.272 0.102 -0.43
C 0.734949 0.072096 1.470209 -0.441 0.085 0.555 -0.03
N 1.525219 -0.880733 0.711861 -0.160 -1.139 0.126 -0.71
C 2.843706 -0.479660 0.266298 0.612 -0.168 -0.595 -0.22
C 2.901113 -0.084893 -1.213186 -0.255 0.393 0.326 -0.43
C 2.227547 1.246122 -1.540268 0.363 -0.087 -0.174 -0.06
O 0.824247 1.112551 -1.503808 -0.148 -0.116 0.071 -0.57
C 0.112450 2.220061 -2.042333 -0.330 0.300 -0.102 0.11
C -1.330707 1.769566 -2.246773 0.491 0.031 0.009 -0.61
C 0.184604 3.455588 -1.142692 0.183 -0.367 -0.253 -0.64
S 1.253605 -2.501795 0.886803 -0.204 -0.029 -0.417 2.32
O 2.475231 -3.216375 0.656026 0.084 0.140 -0.192 -0.93
O 0.528977 -2.791015 2.092922 -0.055 0.188 -0.061 -0.94
C 0.157920 -2.929586 -0.485421 0.325 0.222 0.351 -0.20
C -0.276582 -4.243862 -0.528431 -0.020 -0.033 0.017 -0.21
C -1.098070 -4.661044 -1.559390 -0.095 0.037 -0.170 -0.18
C -1.467260 -3.740635 -2.533878 0.765 0.442 0.936 0.00
N -2.328311 -4.162604 -3.617720 -0.242 -0.084 -0.299 0.53
O -2.641951 -3.329044 -4.438750 -0.122 0.185 -0.269 -0.37
O -2.682362 -5.319728 -3.634672 -0.127 -0.336 -0.047 -0.37
C -1.029496 -2.422447 -2.490812 -0.200 -0.252 -0.190 -0.12
C -0.207486 -2.012833 -1.454968 0.043 -0.030 0.085 -0.27
C 1.105854 0.104235 2.957486 -0.096 0.143 -0.116 -0.44
C 0.439045 1.323120 3.606157 0.360 0.165 0.213 -0.23
H -2.438192 2.552669 0.897351 -0.074 -0.102 -0.095 0.22
H -2.459424 4.179728 1.592466 0.040 -0.022 0.005 0.24
H -3.226574 2.841522 2.458460 -0.104 -0.077 -0.011 0.23
H -1.545748 -0.266570 3.347424 -0.103 0.025 -0.034 0.20
H -2.550026 0.667369 2.238515 0.038 -0.049 0.086 0.22
H -1.114645 0.215896 0.378673 -0.033 0.008 -0.046 0.21
H -0.957485 -1.268491 1.325861 -0.179 0.096 -0.016 0.23
H 0.950516 1.054806 1.037195 -0.010 -0.133 -0.032 0.22
H 3.502816 -1.336863 0.416705 0.123 0.306 0.035 0.25
H 3.204168 0.348173 0.883139 -0.079 -0.058 0.099 0.20
H 2.454038 -0.875446 -1.815909 0.069 -0.057 -0.100 0.21
H 3.953095 0.000972 -1.489886 0.037 -0.019 -0.059 0.22
H 2.564551 2.012408 -0.827289 0.002 -0.004 -0.057 0.17
H 2.532094 1.566841 -2.549521 -0.031 0.019 0.127 0.17
H 0.549565 2.469578 -3.025019 -0.040 -0.076 0.135 0.16
H -1.793195 1.541418 -1.290187 -0.096 -0.013 0.133 0.20
H -1.360854 0.878548 -2.867585 -0.048 -0.101 -0.086 0.21
H -1.898976 2.557261 -2.732598 -0.095 0.063 -0.042 0.22
H -0.107620 3.205222 -0.126034 -0.060 -0.028 0.151 0.22
H -0.486424 4.221679 -1.520317 -0.061 0.124 -0.025 0.22
H 1.190092 3.868004 -1.120541 0.072 0.088 0.061 0.21
H 0.037074 -4.919397 0.250977 -0.041 -0.201 0.042 0.24
H -1.456425 -5.676958 -1.625933 0.011 -0.012 0.022 0.25
H -1.338304 -1.741604 -3.269603 0.007 0.033 0.007 0.24
H 0.141933 -0.993257 -1.397033 -0.012 0.101 -0.055 0.26
H 0.777892 -0.827991 3.416722 0.060 0.027 0.022 0.23
H 2.187726 0.171236 3.076277 0.030 -0.016 0.038 0.22
H 0.269159 1.143490 4.673561 0.071 0.045 -0.043 0.20
H 1.060790 2.216131 3.503091 -0.081 -0.172 0.067 0.24
```
Positions in Å, forces in eV/Å.

Properties
E_tot   -1755.2016 hartree
HOMO   -0.3417 Eh
Structure (SMILES)   CC(=O)N1CCC(N(CCCOC(C)C)S(=O)(=O)c2ccc([N+](=O)[O-])cc2)CC1
2S+1   1
ΔE to the lowest compared entry with this formula, charge and spin   4.3614 eV

---

# 4
Below is 7 unconnected molecules or ions with the total composition C19H29N5O12, with properties calculated with the ωB97M-V functional and the def2-TZVPD basis.

```
65
Properties=species:S:1:pos:R:3:forces:R:3:nbo_charge:R:1
C 3.707733 5.252442 1.104346 0.387 -0.220 0.567 -0.65
C 2.267115 5.370380 0.606945 -1.288 0.929 -0.208 -0.02
O 1.389981 6.033707 1.391440 0.886 -0.041 0.062 -0.93
H 4.121840 6.255951 1.255173 0.003 -0.002 -0.016 0.17
H 4.356991 4.700248 0.407044 -0.038 0.037 -0.177 0.15
H 3.765695 4.736156 2.069263 -0.104 0.101 0.029 0.18
H 1.878473 4.362558 0.329067 0.304 -0.375 0.004 0.08
H 2.379871 5.900911 -0.380230 0.136 -0.123 -0.433 0.03
C -0.160068 0.858583 1.643865 1.083 -1.014 0.461 -0.60
C -0.711157 2.104999 1.010442 -1.916 1.517 0.441 -0.07
O -1.591008 2.756537 1.821094 -0.032 -0.877 -0.105 -0.88
H -0.889277 0.140574 2.050189 -0.489 0.384 -0.358 0.14
H 0.452261 1.099398 2.518676 0.072 0.221 -0.158 0.19
H 0.469915 0.264817 0.955154 0.194 0.100 0.024 0.13
H -1.223246 1.805473 0.047687 0.102 -0.318 -0.320 0.07
H 0.059716 2.828768 0.692006 0.617 -0.487 -0.042 0.16
C 3.343711 1.253844 3.193245 0.239 -0.709 -0.862 -0.49
N 3.006410 2.651128 3.570185 -0.248 -0.876 0.054 0.54
O 3.857951 3.221016 4.231120 0.314 0.381 0.197 -0.45
O 1.929582 3.066388 3.263865 -0.100 0.395 -0.111 -0.27
H 2.496969 0.716598 2.774219 -0.360 0.309 0.494 0.23
H 3.757480 0.769358 4.069396 -0.043 -0.002 0.029 0.22
H 4.063175 1.234557 2.372228 0.294 0.531 0.286 0.21
C -0.915026 -0.134919 5.332781 -0.201 0.329 0.581 -0.49
N -0.020625 1.035913 5.145852 0.762 0.022 0.127 0.53
O 1.180237 0.838328 5.312958 0.121 -0.310 0.096 -0.45
O -0.499453 2.091879 4.865043 -0.552 0.206 0.081 -0.28
H -1.500206 0.082203 6.227013 -0.192 0.149 -0.192 0.21
H -0.316712 -1.008049 5.557119 0.076 -0.095 -0.510 0.23
H -1.551463 -0.168718 4.455414 -0.016 -0.189 -0.024 0.24
C -2.005098 -2.672440 2.104870 -0.770 0.509 0.287 -0.50
N -1.077310 -2.736137 3.253570 0.179 -0.335 -0.216 0.54
O -0.018416 -2.191399 3.092440 0.616 0.186 -0.016 -0.35
O -1.405568 -3.323788 4.264343 -0.415 -0.172 0.313 -0.41
H -2.915348 -3.221594 2.321965 0.222 -0.334 0.049 0.22
H -1.469654 -3.015444 1.229064 -0.013 0.081 -0.083 0.24
H -2.284630 -1.618660 2.037359 0.261 0.019 -0.361 0.26
C -2.176753 -2.052535 -5.428508 0.535 0.489 -0.006 -0.21
C -1.090873 -1.165953 -5.387908 -0.488 -0.388 0.118 -0.22
C -1.128098 -0.093104 -4.514212 0.138 0.439 -0.207 -0.22
C -2.242751 0.100082 -3.714717 -0.253 -0.971 0.517 0.11
C -3.279823 -0.819798 -3.662913 0.196 0.350 -0.465 -0.23
C -3.240839 -1.876177 -4.562929 -0.315 -0.441 0.080 -0.23
N -2.277348 1.178454 -2.735246 0.928 0.877 0.035 0.48
O -3.065292 1.130555 -1.813083 -0.382 -0.291 -0.078 -0.37
O -1.446900 2.062622 -2.885402 -0.141 -0.054 -0.089 -0.37
H -2.213887 -2.886104 -6.117479 0.226 -0.023 -0.010 0.21
H -0.213300 -1.328611 -5.998407 -0.030 0.012 -0.092 0.22
H -0.316175 0.619716 -4.462076 -0.021 -0.023 0.070 0.26
H -4.055871 -0.606258 -2.940950 -0.159 -0.346 -0.097 0.25
H -4.000180 -2.649821 -4.607583 -0.258 0.285 0.247 0.21
C 0.064110 -1.727350 -1.331419 -0.448 0.929 0.325 -0.18
C -1.035771 -2.516693 -1.622305 0.045 -1.258 -0.417 -0.21
C -0.883379 -3.606315 -2.479231 -0.297 0.738 -1.025 -0.19
C 0.273146 -3.691100 -3.243088 0.553 -0.314 1.100 0.00
C 1.383247 -2.905599 -2.955656 -0.380 1.052 -0.796 -0.20
C 1.250053 -1.876420 -2.024716 0.409 -1.130 0.127 -0.19
N 0.371270 -4.709204 -4.290912 0.086 0.232 0.017 0.54
O -0.525362 -5.518848 -4.388969 -0.342 -0.281 0.003 -0.40
O 1.334974 -4.673384 -5.029534 0.208 0.013 -0.105 -0.39
H -0.021931 -0.933141 -0.595855 -0.073 0.073 -0.109 0.26
H -2.047340 -2.360704 -1.272051 0.234 0.302 0.585 0.23
H -1.715633 -4.247917 -2.736252 0.018 0.002 0.124 0.24
H 2.255467 -2.919951 -3.595494 0.049 -0.392 0.150 0.24
H 2.114422 -1.268013 -1.799294 -0.124 0.193 0.010 0.23
```
Positions in Å, forces in eV/Å.

Properties
E_tot   -1917.3997 hartree
HOMO   0.0283 Eh
Net charge   -2
2S+1   1